Density functional theory data (ωB97M-V with the def2-TZVPD basis set) for a cluster of 2 separate species, C3H10O in total at a distorted geometry.

Each line ends with the natural charge from an NBO analysis.
Positions of all 14 atoms, in Å:
C: -0.252 1.191 -2.717  -0.605
C: -0.152 1.094 -1.188  -0.613
H: -1.196 0.864 -3.147  0.203
H: 0.544 0.620 -3.199  0.201
H: -0.084 2.206 -3.087  0.201
H: -1.060 1.452 -0.714  0.207
H: 0.018 0.053 -0.916  0.199
H: 0.764 1.612 -0.913  0.205
C: -0.309 -1.410 1.568  -0.266
O: 0.740 -0.885 2.426  -0.721
H: -1.135 -0.711 1.555  0.178
H: 0.085 -1.643 0.577  0.162
H: -0.375 -2.429 1.954  0.194
H: 0.966 -0.055 2.036  0.455

Properties
Calculated total energy   -195.49688 hartree
E_HOMO   -10.46 eV
SMILES   CC.CO
Orbital gap   11.400 eV
Relative energy (zero: lowest compared OMol25 entry of this formula, charge and spin)   0.8719 eV
LUMO level   0.94 eV

---

Density functional theory data (ωB97M-V with the def2-TZVPD basis set) for a cluster of 2 separate species, C3H10O in total at a distorted geometry.

Each line ends with the natural charge from an NBO analysis.
Positions of all 14 atoms, in Å:
C: 1.278 -0.765 -0.551  -0.613
C: 0.552 -1.320 -1.797  -0.613
H: 2.364 -0.939 -0.600  0.196
H: 1.047 0.277 -0.404  0.218
H: 1.023 -1.340 0.339  0.206
H: -0.237 -0.625 -2.093  0.199
H: 1.225 -1.301 -2.652  0.201
H: 0.157 -2.320 -1.631  0.204
C: -1.568 1.338 1.449  -0.249
O: -0.186 1.125 1.669  -0.729
H: -1.778 1.101 0.399  0.172
H: -1.938 2.324 1.695  0.171
H: -2.154 0.596 2.012  0.165
H: 0.213 1.849 2.166  0.472

Properties
Calculated total energy   -195.50112 hartree
E_HOMO   -10.36 eV
SMILES   CC.CO
Orbital gap   11.286 eV
Relative energy (zero: lowest compared OMol25 entry of this formula, charge and spin)   0.7566 eV
LUMO level   0.92 eV

---

Density functional theory data (ωB97M-V with the def2-TZVPD basis set) for a cluster of 3 separate species, C3H10O2 in total at a distorted geometry.

Each line ends with the natural charge from an NBO analysis.
Positions of all 15 atoms, in Å:
C: 0.583 -1.229 1.480  -0.414
C: -0.476 -0.523 1.921  -0.162
C: -1.294 0.417 1.172  -0.681
H: 1.304 -1.737 2.088  0.205
H: 0.799 -1.147 0.418  0.164
H: -0.594 -0.637 3.004  0.192
H: -0.862 1.447 1.207  0.222
H: -1.212 0.265 0.080  0.240
H: -2.325 0.495 1.478  0.224
O: -0.692 -0.426 -1.851  -0.964
H: 0.094 -0.051 -2.269  0.499
H: -0.511 -0.870 -1.013  0.469
O: 1.502 1.360 -1.837  -0.964
H: 1.615 1.911 -1.070  0.488
H: 2.294 1.298 -2.372  0.483

Properties
Calculated total energy   -270.73130 hartree
E_HOMO   -9.51 eV
SMILES   C=CC.O.O
Orbital gap   10.050 eV
Relative energy (zero: lowest compared OMol25 entry of this formula, charge and spin)   1.1025 eV
LUMO level   0.54 eV

---

Density functional theory data (ωB97M-V with the def2-TZVPD basis set) for a cluster of 2 separate species, C3H10O2S in total at a distorted geometry.

Each line ends with the natural charge from an NBO analysis.
Positions of all 16 atoms, in Å:
O: 1.482 -1.082 0.684  -0.746
C: 1.021 0.242 1.151  -0.081
C: -0.446 0.336 0.986  -0.460
C: -0.922 0.339 -0.497  -0.294
S: -2.793 0.555 -0.393  -0.466
H: 1.126 -1.689 1.339  0.471
H: 1.546 0.982 0.541  0.193
H: 1.240 0.466 2.194  0.184
H: -0.884 1.289 1.257  0.236
H: -0.882 -0.500 1.531  0.209
H: -0.570 1.208 -1.053  0.237
H: -0.690 -0.570 -1.031  0.231
H: -4.129 0.391 -0.390  0.285
O: 1.500 -0.283 -2.109  -0.960
H: 1.745 -0.825 -1.345  0.490
H: 1.655 -0.859 -2.864  0.471

Properties
Calculated total energy   -668.85293 hartree
E_HOMO   -8.58 eV
SMILES   OCCCS.O
Orbital gap   8.414 eV
Relative energy (zero: lowest compared OMol25 entry of this formula, charge and spin)   2.6488 eV
LUMO level   -0.17 eV

---

Density functional theory data (ωB97M-V with the def2-TZVPD basis set) for a cluster of 2 separate species, C3H10O2S2 in total at a distorted geometry.

Each line ends with the natural charge from an NBO analysis.
Positions of all 17 atoms, in Å:
O: -1.117 -0.420 -0.763  -0.725
C: -1.503 0.480 0.300  -0.059
C: -0.805 0.151 1.627  -0.453
C: 0.644 0.522 1.770  -0.533
S: 1.902 -0.722 1.298  0.079
S: 2.255 -0.369 -0.722  -0.149
H: -0.952 -1.257 -0.324  0.461
H: -2.586 0.436 0.401  0.172
H: -1.184 1.477 -0.007  0.175
H: -0.956 -0.912 1.848  0.206
H: -1.370 0.693 2.395  0.220
H: 0.907 0.776 2.796  0.232
H: 0.923 1.395 1.173  0.228
H: 1.647 -1.512 -1.061  0.144
O: 0.797 -0.491 -3.851  -0.936
H: -0.028 -0.108 -3.635  0.474
H: 1.427 -0.137 -3.246  0.464

Properties
Calculated total energy   -1067.13559 hartree
E_HOMO   -9.07 eV
SMILES   OCCCSS.O
Orbital gap   9.464 eV
Relative energy (zero: lowest compared OMol25 entry of this formula, charge and spin)   0.2930 eV
LUMO level   0.39 eV

---

Density functional theory data (ωB97M-V with the def2-TZVPD basis set) for a cluster of 3 separate species, C3H10O3 in total at a distorted geometry.

Each line ends with the natural charge from an NBO analysis.
Positions of all 16 atoms, in Å:
C: -0.140 -1.358 -2.304  -0.658
C: -0.106 -0.508 -1.141  -0.346
C: 0.475 -0.950 0.068  0.194
O: 1.412 -1.842 0.237  -0.700
H: -0.247 -0.649 -3.071  0.216
H: -1.110 -2.012 -2.525  0.208
H: 0.813 -1.969 -2.348  0.220
H: -0.956 0.231 -0.894  0.213
H: 0.395 -0.166 1.102  0.143
H: 1.734 -1.896 1.210  0.508
O: -5.108 3.828 1.757  -0.925
H: -4.176 4.292 1.557  0.463
H: -5.016 3.821 2.711  0.462
O: 3.610 -0.061 0.762  -0.950
H: 4.215 0.622 0.410  0.473
H: 3.659 -0.774 0.059  0.478

Properties
Calculated total energy   -345.91472 hartree
E_HOMO   -8.09 eV
SMILES   C/C=C\O.O.O
Orbital gap   8.674 eV
Relative energy (zero: lowest compared OMol25 entry of this formula, charge and spin)   2.7139 eV
LUMO level   0.58 eV

---

Density functional theory data (ωB97M-V with the def2-TZVPD basis set) for a cluster of 3 separate species, C3H10O3S in total.

Each line ends with the natural charge from an NBO analysis.
Positions of all 17 atoms, in Å:
O: 0.143 -0.973 2.055  -0.554
C: -0.077 -1.458 0.975  0.468
C: -0.369 -0.636 -0.247  -0.541
C: 0.490 0.628 -0.278  -0.523
S: 0.082 1.714 -1.659  -0.041
H: -0.034 -2.553 0.858  0.117
H: -1.421 -0.345 -0.341  0.264
H: -0.150 -1.221 -1.133  0.217
H: 0.297 1.250 0.593  0.231
H: 1.560 0.414 -0.191  0.240
H: 0.576 0.968 -2.657  0.122
O: 3.019 -0.962 1.705  -0.954
H: 3.814 -0.700 2.182  0.469
H: 2.288 -0.665 2.270  0.485
O: -3.328 1.256 -1.644  -0.949
H: -2.742 1.972 -1.351  0.480
H: -4.147 1.311 -1.137  0.469

Properties
Calculated total energy   -744.19085 hartree
E_HOMO   -9.22 eV
SMILES   O=CCCS.O.O
Orbital gap   9.938 eV
Relative energy (zero: lowest compared OMol25 entry of this formula, charge and spin)   0.3021 eV
LUMO level   0.72 eV

---

Density functional theory data (ωB97M-V with the def2-TZVPD basis set) for a cluster of 3 separate species, C3H10O3S2 in total at a distorted geometry.

Each line ends with the natural charge from an NBO analysis.
Positions of all 18 atoms, in Å:
O: 0.732 -2.660 1.154  -0.539
C: 0.098 -1.997 0.339  0.422
C: 0.828 -0.834 -0.237  -0.548
C: 2.171 -0.552 0.467  -0.557
S: 1.789 -0.084 2.191  0.154
S: 0.977 1.838 1.884  -0.180
H: -0.936 -2.263 0.098  0.140
H: 0.878 -1.016 -1.333  0.241
H: 0.234 0.097 -0.231  0.252
H: 2.730 -1.519 0.316  0.254
H: 2.841 0.155 -0.075  0.233
H: 1.950 2.732 1.528  0.126
O: -2.099 1.990 -1.049  -0.943
H: -1.554 2.165 -1.831  0.478
H: -2.477 2.863 -0.884  0.472
O: -2.664 -0.532 -1.076  -0.961
H: -3.119 0.326 -1.088  0.495
H: -2.378 -0.709 -0.173  0.461

Properties
Calculated total energy   -1142.35800 hartree
E_HOMO   -8.95 eV
SMILES   O=CCCSS.O.O
Orbital gap   9.087 eV
Relative energy (zero: lowest compared OMol25 entry of this formula, charge and spin)   1.0300 eV
LUMO level   0.14 eV

---

Density functional theory data (ωB97M-V with the def2-TZVPD basis set) for a structure of composition C3H10O4 at a distorted geometry.

Each line ends with the natural charge from an NBO analysis.
Positions of all 17 atoms, in Å:
H: -1.358 1.036 -0.161  0.492
O: -2.219 0.644 -1.024  -0.888
O: -0.429 1.259 0.588  -0.739
H: -1.456 0.491 -1.745  0.524
H: -2.318 -0.264 -0.791  0.504
C: 0.144 0.041 0.677  0.785
O: -0.302 -0.929 0.053  -0.709
C: 1.008 -0.086 1.932  -0.500
H: 1.322 0.831 2.423  0.225
H: 0.373 -0.629 2.689  0.234
C: 2.392 -0.974 1.629  -0.618
H: 2.298 -1.902 2.298  0.215
H: 2.503 -1.447 0.682  0.213
H: 3.195 -0.250 1.812  0.211
O: -0.338 0.057 -3.000  -0.921
H: 0.373 0.721 -2.829  0.485
H: 0.111 -0.713 -2.737  0.488

Properties
Calculated total energy   -421.24549 hartree
E_HOMO   -10.00 eV
Orbital gap   10.411 eV
Relative energy (zero: lowest compared OMol25 entry of this formula, charge and spin)   1.0766 eV
LUMO level   0.41 eV

---

Density functional theory data (ωB97M-V with the def2-TZVPD basis set) for a cluster of 3 separate species, C3H10O4S in total at a distorted geometry.

Each line ends with the natural charge from an NBO analysis.
Positions of all 18 atoms, in Å:
O: 0.838 -0.541 1.767  -0.586
C: 0.097 0.297 1.335  0.809
O: 0.158 1.625 1.563  -0.686
C: -1.033 0.071 0.365  -0.570
C: -0.976 0.823 -0.976  -0.494
S: -2.533 1.778 -1.435  -0.055
H: 0.644 1.742 2.394  0.499
H: -1.166 -1.017 0.075  0.245
H: -1.996 0.069 0.890  0.264
H: -0.681 0.105 -1.727  0.215
H: -0.185 1.564 -1.047  0.229
H: -2.142 3.014 -1.088  0.132
O: 0.751 -3.331 0.684  -0.966
H: 0.820 -2.413 0.989  0.491
H: 1.127 -3.376 -0.200  0.468
O: 2.259 -0.424 -1.229  -0.957
H: 2.512 0.215 -0.572  0.483
H: 1.506 -0.202 -1.787  0.476

Properties
Calculated total energy   -819.44141 hartree
E_HOMO   -9.62 eV
SMILES   O=C(O)CCS.O.O
Orbital gap   9.874 eV
Relative energy (zero: lowest compared OMol25 entry of this formula, charge and spin)   0.6358 eV
LUMO level   0.25 eV

---

Density functional theory data (ωB97M-V with the def2-TZVPD basis set) for a cluster of 2 separate species, C3H10O6P2 in total at a distorted geometry.

Each line ends with the natural charge from an NBO analysis.
Positions of all 21 atoms, in Å:
C: -1.336 -1.119 -0.384  -0.620
C: -0.761 -0.006 0.485  -0.597
C: -1.335 1.296 -0.160  -0.609
P: 0.991 -0.102 0.071  2.353
O: 1.902 0.851 0.843  -1.107
O: 1.531 -1.581 0.393  -1.004
O: 1.020 0.103 -1.493  -0.998
H: -2.437 -1.370 -0.283  0.220
H: -1.143 -1.032 -1.391  0.223
H: -0.906 -2.003 -0.019  0.220
H: -0.860 -0.167 1.490  0.247
H: -2.347 1.662 0.265  0.234
H: -1.264 1.318 -1.185  0.220
H: -0.578 2.217 0.128  0.216
H: 2.058 -1.653 1.181  0.542
H: 1.780 -0.179 -1.967  0.547
O: 3.740 -0.290 -1.515  -1.073
P: 3.986 -0.171 -0.112  2.501
O: 4.112 -1.146 0.980  -1.075
O: 4.691 1.209 0.217  -0.962
H: 4.989 1.143 1.180  0.523

Properties
Calculated total energy   -1254.61326 hartree
E_HOMO   -11.09 eV
SMILES   CC(C)P(=O)(O)O.O=P(=O)O
Orbital gap   11.418 eV
Relative energy (zero: lowest compared OMol25 entry of this formula, charge and spin)   0.0000 eV
LUMO level   0.33 eV

---

Density functional theory data (ωB97M-V with the def2-TZVPD basis set) for a cluster of 2 separate species, C3H10OP in total at a distorted geometry.

Each line ends with the natural charge from an NBO analysis.
Positions of all 15 atoms, in Å:
C: -1.059 -1.435 -0.541  -0.987
C: 2.454 0.151 -0.514  -0.368
C: -0.719 0.589 1.616  -1.000
O: -1.212 0.984 -1.024  -0.986
P: -0.272 0.188 -0.086  1.534
H: -0.375 -1.981 -1.316  0.274
H: -2.049 -1.169 -0.929  0.274
H: -1.256 -2.229 0.210  0.276
H: 2.844 -0.479 0.151  0.188
H: 2.699 1.282 -0.345  0.224
H: 2.440 -0.015 -1.508  0.188
H: -1.715 0.888 1.428  0.266
H: -0.277 1.520 1.862  0.264
H: -0.433 -0.120 2.459  0.300
H: -1.071 1.826 -1.464  0.553

Properties
Calculated total energy   -536.54426 hartree
E_HOMO   -14.46 eV
Total charge   +1
Orbital gap   8.858 eV
Relative energy (zero: lowest compared OMol25 entry of this formula, charge and spin)   2.7443 eV
LUMO level   -5.61 eV